Record 1
DFT (ωB97M-V with the def2-TZVPD basis set) results for a gas-phase ion, C5H16N3 (charge +1).

```
24
C5H16N3 (ωB97M-V with the def2-TZVPD basis set)
C 0.355 1.340 1.767
N -0.809 0.912 0.995
C -0.753 -0.430 0.429
C -1.010 -0.500 -1.062
C -1.875 -1.743 -1.519
N -1.080 -2.700 -2.269
C 1.395 2.005 0.819
N 2.528 1.043 0.635
H 0.721 0.558 2.449
H -0.041 2.106 2.441
H -1.652 1.121 1.511
H -1.466 -1.130 0.884
H 0.140 -1.018 0.719
H -1.478 0.444 -1.375
H -0.063 -0.559 -1.614
H -2.269 -2.293 -0.651
H -2.714 -1.331 -2.070
H -0.987 -2.658 -3.266
H -0.183 -2.821 -1.835
H 0.805 2.171 -0.080
H 1.832 2.924 1.212
H 2.304 0.267 0.010
H 2.896 0.822 1.564
H 3.405 1.470 0.306
```

Computed properties:
Relative energy (zero: lowest compared OMol25 entry of this formula, charge and spin) in eV: 2.757
Gap between HOMO and LUMO in eV: 7.63
Net charge: +1
E_LUMO in eV: -3.8
Structure (SMILES): NCCCNCC[NH3+]



Record 2
DFT (ωB97M-V with the def2-TZVPD basis set) results for 2 unconnected molecules or ions with the total composition C5H16N3.

```
24
C5H16N3 (ωB97M-V with the def2-TZVPD basis set)
N -1.636 2.095 -1.418
C -1.911 0.774 -0.881
C -1.748 0.785 0.661
N -1.169 -0.516 1.145
H -2.436 2.677 -1.143
H -1.762 2.040 -2.441
H -1.187 0.056 -1.355
H -2.973 0.399 -1.031
H -1.097 1.651 0.993
H -2.776 0.919 1.040
H -1.292 -0.536 2.190
H -1.774 -1.257 0.729
C 1.878 -2.551 0.105
C 2.372 -1.160 0.458
C 1.390 0.928 -0.339
N 1.252 -0.210 0.266
H 1.054 -2.838 0.793
H 1.562 -2.604 -0.980
H 2.750 -3.194 0.323
H 2.624 -1.180 1.542
H 3.250 -0.780 -0.119
H 0.531 1.593 -0.422
H 2.349 1.252 -0.777
H 0.163 -0.453 0.675
```

Computed properties:
Relative energy (zero: lowest compared OMol25 entry of this formula, charge and spin) in eV: 1.910
Gap between HOMO and LUMO in eV: 9.96
Net charge: +1
E_LUMO in eV: -3.6



Record 3
DFT (ωB97M-V with the def2-TZVPD basis set) results for a molecular structure, C5H16N4O2P.

```
28
C5H16N4O2P (ωB97M-V with the def2-TZVPD basis set)
C 3.215 0.230 0.515
C 3.151 -0.349 -0.902
N 2.511 -1.678 -0.968
C 1.161 -1.760 -0.773
N 0.599 -2.955 -0.362
N 0.350 -0.782 -0.993
P -1.434 -0.943 -0.594
N -1.686 -1.411 0.835
H 2.472 -0.212 1.178
H 4.209 0.081 0.939
H 3.063 1.309 0.495
H 2.662 0.324 -1.605
H 4.156 -0.487 -1.300
H 2.928 -2.288 -0.272
H 0.309 -2.984 0.612
H 1.154 -3.756 -0.633
H 0.700 0.102 -1.336
H -1.779 0.369 -0.946
H -1.800 -1.771 -1.674
H -2.121 -0.366 1.197
O -3.582 3.931 0.001
C -3.333 3.091 1.025
C -2.636 1.757 0.625
O -2.351 0.844 1.631
H -4.241 2.737 1.591
H -2.647 3.499 1.826
H -1.719 2.116 0.068
H -3.311 1.353 -0.178
```

Computed properties:
Relative energy (zero: lowest compared OMol25 entry of this formula, charge and spin) in eV: 0.000
Gap between HOMO and LUMO in eV: 2.94
Net charge: -1
E_LUMO in eV: 1.8



Which of these has the lowest E_LUMO? number 1



Copy entry 1 word for word.
DFT (ωB97M-V with the def2-TZVPD basis set) results for a gas-phase ion, C5H16N3 (charge +1).

```
24
C5H16N3 (ωB97M-V with the def2-TZVPD basis set)
C 0.355 1.340 1.767
N -0.809 0.912 0.995
C -0.753 -0.430 0.429
C -1.010 -0.500 -1.062
C -1.875 -1.743 -1.519
N -1.080 -2.700 -2.269
C 1.395 2.005 0.819
N 2.528 1.043 0.635
H 0.721 0.558 2.449
H -0.041 2.106 2.441
H -1.652 1.121 1.511
H -1.466 -1.130 0.884
H 0.140 -1.018 0.719
H -1.478 0.444 -1.375
H -0.063 -0.559 -1.614
H -2.269 -2.293 -0.651
H -2.714 -1.331 -2.070
H -0.987 -2.658 -3.266
H -0.183 -2.821 -1.835
H 0.805 2.171 -0.080
H 1.832 2.924 1.212
H 2.304 0.267 0.010
H 2.896 0.822 1.564
H 3.405 1.470 0.306
```

Computed properties:
Relative energy (zero: lowest compared OMol25 entry of this formula, charge and spin) in eV: 2.757
Gap between HOMO and LUMO in eV: 7.63
Net charge: +1
E_LUMO in eV: -3.8
Structure (SMILES): NCCCNCC[NH3+]